# 1
C5H7NO | ωB97M-V/def2-TZVPD

Summary:
- Net charge: 0
- Relative energy (zero: lowest compared OMol25 entry of this formula, charge and spin): 265.3 kJ/mol
- M: 97.117 g/mol
- SMILES: O=C[C@H]1[C@H]2CCN21
- HOMO-LUMO gap: 10.326 eV
- Multiplicity: 1

Each line ends with the natural charge from an NBO analysis.
Element x y z (Å)
O1 -0.2791 -1.2894 1.8217  -0.51
C1 0.4092 -1.6002 0.8781  0.43
C2 0.2893 -1.0747 -0.5195  -0.23
C3 -0.6157 -0.0101 -0.9892  -0.06
C4 -0.9501 1.0447 0.0565  -0.44
C5 0.5761 1.1987 0.2212  -0.24
N1 0.8572 0.2409 -0.9045  -0.35
H1 1.2402 -2.3226 1.0072  0.11
H2 0.5593 -1.8258 -1.2637  0.22
H3 -1.1102 -0.1103 -1.9533  0.21
H4 -1.5374 0.7281 0.9192  0.23
H5 -1.4003 1.9279 -0.4041  0.21
H6 1.0077 0.9069 1.1835  0.20
H7 0.9538 2.1858 -0.0531  0.21

***

# 2
C5H7NO | ωB97M-V/def2-TZVPD

Summary:
- Net charge: 0
- Relative energy (zero: lowest compared OMol25 entry of this formula, charge and spin): 45.8 kJ/mol
- M: 97.117 g/mol
- SMILES: CC(=O)[C@@H](C)C#N
- HOMO-LUMO gap: 10.905 eV
- Multiplicity: 1

Each line ends with the natural charge from an NBO analysis.
Element x y z (Å)
C1 2.0136 0.0956 -0.1285  -0.73
C2 0.7456 -0.6793 0.1227  0.62
O1 0.7250 -1.7646 0.6529  -0.52
C3 -0.5849 -0.0617 -0.3681  -0.43
C4 -1.7688 -0.4920 0.5028  -0.59
C5 -0.5123 1.3999 -0.4833  0.28
N1 -0.4575 2.5541 -0.5554  -0.32
H1 2.8765 -0.5247 0.1168  0.24
H2 2.0210 0.9999 0.4906  0.25
H3 2.0693 0.4302 -1.1704  0.24
H4 -0.7228 -0.4544 -1.3863  0.27
H5 -1.6554 -0.1023 1.5176  0.22
H6 -2.7082 -0.1207 0.0857  0.22
H7 -1.7967 -1.5816 0.5610  0.24

***

# 3
C5H7NO | ωB97M-V/def2-TZVPD

Summary:
- Net charge: 0
- Relative energy (zero: lowest compared OMol25 entry of this formula, charge and spin): 191.8 kJ/mol
- M: 97.117 g/mol
- SMILES: [H]/N=C(/C=C)OC=C
- HOMO-LUMO gap: 10.058 eV
- Multiplicity: 1

Each line ends with the natural charge from an NBO analysis.
Element x y z (Å)
H1 -0.9650 1.9937 -1.0503  0.35
N1 -0.7399 1.8867 -0.0595  -0.63
C1 0.0888 0.9478 0.1200  0.52
C2 0.6407 0.6765 1.4678  -0.28
C3 1.5896 -0.2140 1.7491  -0.33
O1 0.5925 0.1648 -0.9095  -0.52
C4 -0.2269 -0.7649 -1.5075  0.14
C5 -1.4939 -1.0736 -1.2501  -0.53
H2 0.2130 1.3004 2.2504  0.23
H3 2.0262 -0.8498 0.9845  0.21
H4 1.9746 -0.3139 2.7624  0.21
H5 0.3344 -1.2771 -2.2790  0.19
H6 -2.0792 -0.5805 -0.4824  0.22
H7 -1.9549 -1.8959 -1.7960  0.22

***

- Which value of net charge does entry 3 give?
  0

***

- Which formula does entry 2 have?
  C5H7NO

***

What did the first record say?
C5H7NO | ωB97M-V/def2-TZVPD

Summary:
- Net charge: 0
- Relative energy (zero: lowest compared OMol25 entry of this formula, charge and spin): 265.3 kJ/mol
- M: 97.117 g/mol
- SMILES: O=C[C@H]1[C@H]2CCN21
- HOMO-LUMO gap: 10.326 eV
- Multiplicity: 1

Each line ends with the natural charge from an NBO analysis.
Element x y z (Å)
O1 -0.2791 -1.2894 1.8217  -0.51
C1 0.4092 -1.6002 0.8781  0.43
C2 0.2893 -1.0747 -0.5195  -0.23
C3 -0.6157 -0.0101 -0.9892  -0.06
C4 -0.9501 1.0447 0.0565  -0.44
C5 0.5761 1.1987 0.2212  -0.24
N1 0.8572 0.2409 -0.9045  -0.35
H1 1.2402 -2.3226 1.0072  0.11
H2 0.5593 -1.8258 -1.2637  0.22
H3 -1.1102 -0.1103 -1.9533  0.21
H4 -1.5374 0.7281 0.9192  0.23
H5 -1.4003 1.9279 -0.4041  0.21
H6 1.0077 0.9069 1.1835  0.20
H7 0.9538 2.1858 -0.0531  0.21